47
Properties=species:S:1:pos:R:3:lowdin_charge:R:1 method="wB97M-V/def2-TZVPD" total_charge=-1 multiplicity=1 de_lowest_ev=0.4870
Pd -0.11 0.51 -0.72 0.0353
Cl 3.62 0.97 -4.70 0.6388
Cl 7.01 2.08 -0.65 0.6340
Cl 6.52 1.59 -3.71 0.6089
Cl 1.24 0.87 -2.70 0.6813
Cl 4.63 1.92 1.37 0.6674
P -1.61 0.50 0.92 0.7607
P -0.69 -2.07 -0.87 0.8468
O -0.35 3.56 -0.57 -0.1998
O 2.09 1.26 0.14 -0.1600
C -2.22 -1.72 -1.86 -0.3124
C 3.91 1.23 -3.01 -0.7111
C -2.48 -1.42 2.79 -0.1074
C -1.63 -3.60 1.34 -0.1053
C -3.33 1.14 0.90 -0.2637
C -1.48 -2.32 0.79 -0.3769
C 4.37 1.65 -0.32 -0.6144
C 0.89 4.19 -0.35 -0.1900
C 5.20 1.51 -2.58 -0.7399
C -2.20 -3.79 2.59 -0.0993
C 5.41 1.72 -1.22 -0.7138
C 2.85 1.17 -2.11 -0.5596
C -2.64 -2.69 3.32 -0.0997
C 3.02 1.35 -0.70 -0.5357
C -0.58 -3.82 -1.48 -0.3344
C -1.89 -1.22 1.55 -0.3600
C -0.96 1.35 2.40 -0.2586
H -2.54 -0.70 -1.70 -0.0095
H -1.30 -4.47 0.79 0.0769
H 0.21 -4.38 -0.96 0.0282
H -3.02 -2.42 -1.60 0.0370
H -0.83 2.40 2.12 0.0358
H 0.03 0.95 2.61 0.0468
H -3.28 2.21 0.65 0.0382
H -2.30 -4.79 2.99 0.0957
H -0.19 2.58 -0.63 -0.0440
H 1.44 3.75 0.48 0.0658
H 0.70 5.24 -0.13 0.0676
H -1.60 1.28 3.28 0.0267
H -2.81 -0.57 3.37 0.0885
H -3.84 1.01 1.86 0.0295
H -1.98 -1.84 -2.92 0.0309
H -3.90 0.64 0.12 0.0299
H -0.29 -3.75 -2.53 0.0278
H -1.52 -4.37 -1.41 0.0300
H 1.54 4.14 -1.24 0.0721
H -3.08 -2.83 4.30 0.0951

---

94
Properties=species:S:1:pos:R:3:lowdin_charge:R:1 method="wB97M-V/def2-TZVPD" total_charge=-1 multiplicity=1
S -0.11 -5.20 -21.58 0.5138
S 1.98 -11.89 -14.89 0.5379
S 2.76 -11.94 -22.52 0.5051
S -0.24 -13.21 -14.93 0.7014
S -3.67 -5.45 -13.52 0.5255
S -4.91 -11.06 -22.61 0.5132
S -4.91 -6.84 -15.09 0.6879
S 3.78 -6.09 -28.80 0.5151
Mg -0.46 -9.00 -26.09 1.2657
Mg -1.05 -10.13 -18.44 1.5862
F -3.40 -5.95 -10.72 0.0643
F -1.29 -13.79 -12.58 0.1889
F -7.64 -7.44 -14.89 0.1261
F -2.39 -3.67 -21.59 0.1318
F -6.61 -8.29 -16.61 0.1169
F 4.88 -10.36 -22.62 0.1223
F 5.69 -4.22 -28.83 0.1261
F -6.38 -9.24 -14.74 0.1039
F -6.68 -13.03 -21.98 0.1009
F 4.22 -3.99 -27.18 0.1400
F -0.37 -11.86 -12.64 0.1556
F 4.12 -10.20 -15.21 0.1813
F -0.60 -2.58 -22.08 0.1058
F -0.84 -3.11 -20.05 0.1000
F -2.14 -7.15 -12.15 0.1574
F -2.33 -12.17 -13.59 0.1265
F -5.01 -13.66 -23.28 0.0834
F 5.41 -12.49 -23.10 0.0754
F 4.99 -11.84 -21.03 0.1642
F -6.68 -12.43 -24.11 0.1327
F 5.66 -5.52 -26.99 0.1194
F 2.44 -9.77 -16.52 0.0909
F -1.73 -4.99 -11.68 0.0804
F 2.38 -9.32 -14.42 0.1115
O -1.26 -13.51 -15.96 -0.3487
O 2.61 -12.86 -15.76 -0.2971
O -3.80 -7.75 -15.48 -0.3802
O -5.18 -5.82 -16.09 -0.3099
O 4.65 -7.01 -29.51 -0.3010
O 3.00 -6.79 -27.75 -0.3465
O -3.98 -10.83 -23.75 -0.3895
O 2.43 -11.35 -23.81 -0.3385
O -0.42 -5.82 -22.91 -0.3744
O -0.63 -6.16 -20.59 -0.3705
O 2.94 -5.26 -29.69 -0.3249
O -2.61 -5.57 -14.56 -0.3475
O -5.93 -10.02 -22.46 -0.3241
O -4.15 -11.23 -21.35 -0.3793
O 2.20 -12.11 -13.48 -0.2694
O 0.66 -14.28 -14.61 -0.2759
O 1.31 -4.90 -21.40 -0.3377
O -4.15 -4.09 -13.38 -0.3148
O 2.15 -11.41 -21.30 -0.3521
O 2.51 -13.40 -22.57 -0.3114
N 0.49 -11.64 -15.40 -0.2796
N -4.86 -6.43 -13.40 -0.2818
N 5.96 -0.24 -18.63 -0.1875
C 5.84 1.77 -20.96 -0.1406
C -2.65 -5.98 -11.89 -0.5854
C -1.08 -3.56 -21.31 -0.6159
C 4.68 -11.63 -22.27 -0.6138
C 7.18 1.44 -20.26 -0.1790
C -1.12 -12.72 -13.29 -0.6772
C 4.96 -1.44 -16.65 -0.2622
C -5.92 -12.66 -23.04 -0.5898
C 6.63 -1.50 -19.23 0.0402
C 7.01 0.93 -18.84 -0.1046
C 4.83 0.59 -20.80 -0.1648
C -6.52 -8.03 -15.31 -0.6054
C 4.98 -1.51 -15.12 -0.0687
C 4.96 -4.82 -27.88 -0.6469
C 2.82 -10.22 -15.31 -0.6683
C 5.65 -0.26 -17.09 -0.1573
C 4.63 0.12 -19.41 -0.1090
H 3.96 -0.72 -19.21 0.1377
H 5.13 0.66 -16.81 0.1427
H 6.00 -1.55 -14.73 0.0796
H 7.98 0.58 -18.50 0.1274
H 6.66 -0.19 -16.68 0.1332
H 5.13 -0.34 -21.29 0.1157
H 4.52 -0.60 -14.71 0.0831
H 5.86 -2.26 -19.29 0.1061
H 6.73 1.79 -18.22 0.1324
H 7.52 -1.84 -18.69 0.1181
H 7.85 2.30 -20.23 0.1204
H 5.36 2.65 -20.54 0.1140
H 5.38 -2.34 -17.10 0.1157
H 3.85 0.87 -21.17 0.1335
H 7.81 0.78 -20.86 0.1134
H 4.47 -2.38 -14.72 0.0891
H 3.92 -1.46 -16.98 0.1265
H 4.11 0.91 -18.87 0.1349
H 6.10 2.07 -21.98 0.1161
H 6.76 -1.28 -20.29 0.0937

---

46
Properties=species:S:1:pos:R:3:lowdin_charge:R:1 method="wB97M-V/def2-TZVPD" total_charge=0 multiplicity=1 smiles="O=C(O)CC/C=C/C[C@H]1[C@H](F)CC[C@@H]1NS(=O)(=O)c1ccc(F)cc1F"
S 2.12 0.05 0.88 0.7643
F -3.00 2.00 1.13 0.0150
F 0.41 0.84 6.55 0.1156
F 2.38 -1.95 3.31 0.0815
O 3.14 1.06 0.66 -0.2967
O 1.84 -2.26 -2.24 0.0872
O 1.82 0.01 -2.41 0.0604
O 2.43 -1.30 0.38 -0.3006
N 0.73 0.71 0.11 -0.0852
C -1.89 -0.08 1.69 -0.1410
C -1.04 -0.45 -3.74 -0.0962
C -1.68 0.87 -0.53 -0.2142
C 1.78 -0.76 3.58 -0.2373
C -0.92 -0.94 1.02 -0.1134
C 1.32 -1.09 -4.48 -0.0811
C 1.25 -0.57 4.86 0.0886
C 0.78 0.68 5.30 -0.2548
C -0.46 -0.04 -0.18 -0.3008
C -2.60 0.76 0.67 -0.3098
C 0.82 1.75 4.39 0.0224
C 1.28 1.52 3.09 -0.0354
C -2.44 0.40 -1.75 -0.1504
C 0.09 -0.19 -4.70 -0.2029
C -1.54 0.57 -3.00 -0.0766
C 1.66 0.25 2.66 -0.2022
C 1.67 -1.07 -2.97 -0.4183
H -3.46 0.13 0.40 0.1546
H -0.23 -0.76 -1.00 0.1278
H -2.68 -0.70 -1.57 0.1460
H -3.31 1.02 -1.95 0.1170
H -0.29 -0.18 -5.71 0.1086
H -1.40 0.60 2.34 0.1042
H -1.31 1.91 -0.74 0.1685
H 1.00 -1.33 5.49 0.1016
H -0.13 -1.36 1.57 0.0860
H 0.93 -2.02 -4.68 0.0763
H 2.20 -0.97 -5.15 0.1440
H -1.17 -1.48 -3.47 0.1092
H -2.55 -0.66 2.33 0.1288
H -1.43 -1.75 0.51 0.1275
H 1.14 2.33 2.38 0.1279
H 1.12 1.24 -0.67 0.1065
H 0.44 0.84 -4.57 0.1119
H 0.51 2.63 4.81 0.0866
H -1.37 1.61 -3.23 0.1113
H 2.04 -1.86 -1.40 0.0375

---

42
Properties=species:S:1:pos:R:3:lowdin_charge:R:1 method="wB97M-V/def2-TZVPD" total_charge=0 multiplicity=1 de_lowest_ev=0.0400 smiles=Fc1ccc([C@H]2CCCN2Cc2nc(CC3CC3)no2)cc1
F 4.32 3.35 -0.47 0.0513
O -2.48 -0.70 -2.24 0.0423
N -3.58 -0.06 -1.74 0.1355
N -2.08 -0.32 -0.13 0.2078
N 0.44 -1.58 -0.24 -0.1555
C -1.62 -0.82 -1.23 -0.3009
C 3.78 -0.18 -0.99 -0.0309
C 4.40 1.06 -1.01 -0.0076
C -0.03 -2.58 0.70 -0.1808
C 2.48 2.00 0.12 0.0027
C 2.53 -0.35 -0.42 -0.1894
C 2.34 -2.53 0.85 -0.1129
C -3.31 0.15 -0.49 -0.3646
C -4.23 0.83 0.45 -0.0909
C 1.09 -2.62 1.73 -0.1533
C -2.30 2.48 1.14 -0.1208
C 1.88 0.75 0.13 -0.0144
C 1.88 -1.71 -0.38 -0.2693
C 3.73 2.13 -0.45 -0.2791
C -0.30 -1.46 -1.46 -0.0917
C -2.95 3.06 -0.08 -0.1115
C -3.75 2.22 0.86 -0.2828
H 0.90 0.61 0.56 0.1081
H 5.37 1.20 -1.44 0.1163
H -0.99 -2.26 1.12 0.1101
H -1.61 1.66 1.01 0.0713
H 0.26 -0.82 -2.15 0.1461
H 1.98 2.86 0.54 0.1171
H -0.17 -3.57 0.22 0.1262
H 4.29 -1.03 -1.42 0.1166
H 1.07 -3.52 2.34 0.1088
H 2.66 -3.52 0.54 0.1117
H -2.69 2.65 -1.05 0.0957
H -4.47 2.73 1.48 0.1306
H -3.13 4.12 -0.11 0.0958
H 3.17 -2.05 1.36 0.1154
H -4.33 0.22 1.35 0.1244
H 2.15 -2.26 -1.30 0.1479
H -0.47 -2.43 -1.97 0.1434
H -5.21 0.92 -0.04 0.1209
H -2.05 3.14 1.95 0.0965
H 1.02 -1.75 2.37 0.1138

---

47
Properties=species:S:1:pos:R:3:lowdin_spin:R:1 method="wB97M-V/def2-TZVPD" total_charge=+1 multiplicity=2
Ir -1.15 -0.42 0.24 0.8393
S -2.50 0.83 1.71 0.0219
S 0.11 1.51 0.11 0.1032
P -0.97 2.12 1.71 0.0093
O 5.54 0.50 -2.99 0.0000
O 6.15 -1.61 -2.75 0.0000
O -0.13 1.93 3.02 0.0063
O -1.37 3.64 1.75 -0.0019
N -0.07 -1.70 -0.94 0.0050
N -2.49 -1.97 -0.06 0.0072
C 1.85 2.03 4.36 0.0001
C -2.44 4.25 0.97 0.0005
C -3.76 -2.02 0.34 0.0066
C 1.28 -1.46 -1.38 0.0000
C 2.30 -2.30 -0.95 0.0000
C -4.58 -3.10 0.05 -0.0034
C -0.63 -2.81 -1.23 -0.0125
C -1.99 -3.00 -0.77 0.0089
C 5.24 -0.62 -2.70 0.0000
C -2.10 4.32 -0.50 0.0012
C 1.08 2.72 3.27 0.0021
C 2.82 -0.14 -2.64 -0.0001
C -4.07 -4.16 -0.67 0.0086
C 1.53 -0.38 -2.22 -0.0005
C -2.75 -4.12 -1.09 -0.0035
C 3.86 -0.98 -2.23 0.0001
C 3.59 -2.05 -1.39 0.0000
H -2.55 5.23 1.41 0.0000
H 4.40 -2.68 -1.02 0.0000
H 3.05 0.69 -3.28 0.0000
H -1.16 4.84 -0.66 0.0000
H -5.61 -3.09 0.40 -0.0003
H 5.74 -2.47 -2.61 0.0000
H -4.13 -1.17 0.91 0.0002
H -4.69 -5.02 -0.90 0.0005
H -2.89 4.89 -1.00 0.0000
H 2.75 2.61 4.58 0.0000
H 2.14 1.03 4.06 0.0000
H 1.25 1.97 5.27 0.0000
H -0.12 -3.58 -1.81 -0.0008
H -2.31 -4.92 -1.66 -0.0002
H -3.35 3.68 1.15 0.0002
H 0.71 0.25 -2.54 -0.0006
H 0.76 3.72 3.55 0.0000
H 1.65 2.77 2.34 0.0017
H -2.05 3.34 -0.96 0.0009
H 2.09 -3.10 -0.27 0.0000

---

45
Properties=species:S:1:pos:R:3:lowdin_charge:R:1 method="wB97M-V/def2-TZVPD" total_charge=0 multiplicity=1 de_lowest_ev=3.1760 smiles="COC[C@H](C)NC(=O)COCc1cc(-c2ccc3c(c2)OCO3)on1"
O -5.37 -0.64 1.05 -0.1933
O 2.72 2.94 -0.16 0.0125
O -2.63 -0.04 -2.71 0.0583
O 5.53 -2.42 0.41 0.0403
O -1.53 1.53 0.29 -0.1446
O 7.43 -1.31 -0.27 0.0423
N 1.47 3.42 0.01 0.1151
N -3.04 -0.41 -0.51 0.1099
C -3.53 -2.70 0.15 -0.0380
C 6.38 -0.43 -0.23 -0.1991
C -0.74 2.61 0.73 -0.1427
C 2.74 1.63 0.14 -0.2077
C 4.02 -0.48 0.32 0.0745
C 6.91 -2.56 0.12 -0.1526
C -1.59 1.42 -1.11 -0.1052
C 6.36 0.91 -0.52 0.0229
C -5.38 -1.04 -0.30 -0.1919
C -2.48 0.25 -1.54 -0.4674
C 5.14 1.57 -0.39 -0.0106
C 0.72 2.43 0.43 -0.2767
C 3.99 0.90 0.02 -0.1507
C 5.23 -1.11 0.19 -0.1915
C -3.97 -1.50 -0.68 -0.3265
C -6.62 -0.16 1.49 -0.1110
C 1.48 1.24 0.53 0.0583
H -0.88 2.65 1.81 0.1384
H -3.96 -1.75 -1.75 0.1473
H -2.92 -0.05 0.42 0.1417
H 5.08 2.62 -0.61 0.1181
H -7.39 -0.93 1.40 0.0896
H -5.68 -0.20 -0.94 0.1330
H -2.52 -2.98 -0.10 0.0803
H 7.44 -2.91 1.02 0.1410
H 7.05 -3.29 -0.70 0.1413
H -4.19 -3.55 -0.04 0.0798
H -1.07 3.56 0.29 0.1338
H -0.60 1.26 -1.55 0.1380
H 7.25 1.43 -0.84 0.1211
H 3.15 -1.01 0.64 0.1255
H 1.13 0.28 0.83 0.1171
H -6.50 0.12 2.53 0.0889
H -2.01 2.34 -1.56 0.1433
H -3.59 -2.45 1.21 0.0770
H -6.93 0.71 0.91 0.0899
H -6.10 -1.86 -0.45 0.1301

---

41
Properties=species:S:1:pos:R:3:lowdin_charge:R:1 method="wB97M-V/def2-TZVPD" total_charge=0 multiplicity=1 de_lowest_ev=4.0791 smiles="CCCCSC1=C(C#N)[C@@H](c2ccccc2C)CC(=O)N1"
S -0.88 0.35 -2.14 1.0048
O -2.00 -1.34 2.26 0.0963
N 2.71 1.48 -1.52 0.1527
N -1.44 -0.46 0.42 0.0891
C 1.87 0.89 -0.98 -0.2330
C -2.62 -1.32 -3.68 -0.2330
C 3.83 1.48 3.62 -0.0732
C 0.06 2.79 1.79 -0.0399
C 3.22 2.73 3.95 -0.0692
C 0.29 -0.63 2.40 0.0116
C 1.45 -0.18 1.31 -0.1632
C -1.97 -3.37 -5.07 -0.1090
C -1.11 -0.75 1.75 -0.4454
C 2.00 3.14 3.31 -0.0410
C -0.44 -0.05 -0.52 -0.5104
C 1.35 2.27 2.36 -0.1820
C 0.91 0.17 -0.13 -0.2062
C 2.06 0.98 2.11 -0.1848
C -1.99 -2.75 -3.71 -0.2670
C 3.22 0.61 2.73 -0.0802
C -2.52 -0.35 -2.42 -0.4392
H 2.17 -1.07 1.17 0.1554
H -2.18 -1.02 0.08 0.1025
H -1.20 -2.91 -5.61 0.0599
H 4.78 1.18 3.99 0.0880
H -2.89 -0.83 -1.52 0.0553
H -2.92 -3.26 -5.56 0.0696
H -2.45 -0.79 -4.62 0.1019
H -3.18 0.56 -2.59 0.0939
H 3.62 -0.37 2.60 0.1074
H -2.55 -3.23 -3.00 0.0631
H -0.93 -2.80 -3.33 0.1233
H 0.46 -1.60 2.88 0.1239
H 3.66 3.33 4.78 0.1001
H -0.40 3.51 2.51 0.0961
H 0.39 3.30 0.95 0.0583
H 1.62 4.15 3.53 0.1086
H -3.69 -1.52 -3.70 0.0978
H -1.86 -4.46 -5.01 0.0821
H -0.69 1.99 1.42 0.0982
H 0.23 0.18 3.19 0.1365

---

41
Properties=species:S:1:pos:R:3:lowdin_charge:R:1 method="wB97M-V/def2-TZVPD" total_charge=+1 multiplicity=1 de_lowest_ev=0.0000 smiles="O=C(CNCc1cccc[nH+]1)N1CCc2ccccc2C1"
O -1.24 0.32 -1.07 0.0139
N -0.39 0.31 0.99 -0.0029
N -0.23 0.52 -3.43 0.1360
N 1.95 0.26 -1.18 -0.0256
C 1.56 1.38 -2.03 -0.1329
C 0.91 -0.70 -0.86 -0.1162
C 0.02 -0.67 3.15 -0.1615
C 1.02 0.98 -3.38 -0.1755
C -1.68 1.09 2.97 -0.1021
C -0.10 0.15 -5.76 -0.0103
C 0.56 -1.82 3.70 -0.0273
C 0.63 0.07 2.00 -0.0636
C -0.32 0.01 -0.29 -0.4029
C -1.82 -0.79 4.69 -0.0202
C -1.26 -1.93 5.25 -0.0666
C 1.21 0.62 -5.74 -0.0041
C -0.08 -2.44 4.75 -0.0710
C -0.80 0.11 -4.57 -0.0179
C 1.77 1.03 -4.55 0.0233
C -1.64 0.91 1.45 -0.1042
C -1.17 -0.15 3.64 -0.1855
H 0.99 1.05 2.34 0.1474
H -2.46 0.26 1.13 0.1405
H 1.48 -0.46 1.58 0.1169
H -2.70 1.32 3.28 0.1272
H 0.35 -3.34 5.19 0.1073
H 1.49 -2.22 3.31 0.1127
H -1.81 -0.25 -4.50 0.1458
H -1.04 1.93 3.26 0.1290
H 0.80 1.96 -1.49 0.1342
H -0.57 -0.17 -6.67 0.1220
H 2.44 2.01 -2.15 0.1341
H -2.74 -0.39 5.08 0.1162
H 1.78 0.67 -6.66 0.1255
H 1.31 -1.42 -0.15 0.1231
H -0.78 0.44 -2.48 0.1081
H 0.56 -1.27 -1.74 0.1284
H -1.76 -2.42 6.07 0.1085
H 2.79 1.40 -4.51 0.1277
H -1.78 1.87 0.95 0.1348
H 2.76 -0.22 -1.56 0.1274

---

43
Properties=species:S:1:pos:R:3:lowdin_charge:R:1 method="wB97M-V/def2-TZVPD" total_charge=0 multiplicity=1 de_lowest_ev=0.8034 smiles="CCn1ccnc1CNC(=O)c1ccc2oc(C(C)C)nc2c1"
O 2.10 -0.54 -1.10 0.0611
O -0.93 0.01 4.33 0.1371
N -0.37 -0.39 -5.27 -0.0588
N 0.71 1.35 3.62 0.2132
N -1.78 -0.60 -3.58 0.0974
N 0.11 -1.38 -1.76 0.0713
C 0.95 -0.84 -0.84 -0.4476
C -0.13 1.67 5.94 -0.3442
C 0.85 -0.40 -6.03 -0.1880
C 1.67 0.86 -5.79 -0.0629
C 0.15 3.16 5.83 -0.0653
C -0.65 -1.51 1.00 -0.0286
C -1.57 0.13 -5.67 -0.0719
C -0.55 -0.81 -3.99 -0.3011
C 0.49 -1.46 -3.15 -0.0975
C -0.08 1.04 4.59 -0.3119
C 0.40 0.47 2.60 -0.1907
C 0.91 0.98 6.83 -0.0530
C -2.42 -0.01 -4.62 -0.1430
C 0.38 -0.68 0.53 -0.1304
C 0.92 0.31 1.33 0.0689
C -1.17 -1.38 2.28 0.0125
C -0.63 -0.37 3.06 -0.1890
H 1.91 1.12 6.42 0.0871
H -3.46 0.27 -4.54 0.0922
H 1.73 0.93 0.96 0.1276
H 0.16 3.61 6.82 0.0783
H -1.02 -2.30 0.37 0.1108
H 0.88 1.41 7.83 0.0784
H -1.71 0.54 -6.65 0.1112
H 1.43 -1.29 -5.76 0.1212
H 0.58 -0.48 -7.09 0.1229
H 1.11 3.32 5.36 0.0787
H 0.61 -2.51 -3.44 0.1344
H -1.95 -2.02 2.64 0.1174
H 1.10 1.74 -6.07 0.0766
H 1.95 0.94 -4.74 0.0732
H 1.47 -0.96 -3.25 0.1148
H -1.12 1.49 6.35 0.1445
H -0.61 3.65 5.23 0.0818
H 0.71 -0.09 6.90 0.0815
H 2.58 0.83 -6.38 0.0743
H -0.88 -1.39 -1.60 0.1158

---

43
Properties=species:S:1:pos:R:3:lowdin_charge:R:1 method="wB97M-V/def2-TZVPD" total_charge=0 multiplicity=1 de_lowest_ev=1.9601 smiles="COc1ccccc1C1=Nn2c(nnc2C2CCCCC2)SC1"
S 0.87 -1.92 2.42 0.9880
O -2.62 -2.93 -0.30 -0.1024
N 1.54 0.66 3.12 0.0208
N 1.45 1.88 2.55 0.0766
N 0.60 0.43 1.15 -0.0250
N 0.15 -0.12 0.01 0.1671
C -3.78 -3.73 -0.41 -0.0678
C 0.68 4.20 1.04 -0.1692
C -2.12 -3.26 -2.65 -0.0181
C 0.91 1.76 1.38 -0.2695
C 1.02 -0.20 2.30 -0.6392
C 0.04 -1.58 -2.35 -0.0163
C 0.45 5.29 0.00 -0.2025
C 1.68 2.74 -0.74 -0.1586
C 1.44 3.84 -1.77 -0.2029
C -1.32 -2.97 -3.73 -0.0733
C -0.38 -1.28 0.05 -0.2522
C 1.49 5.21 -1.11 -0.2109
C -0.61 -2.04 1.32 -0.3654
C -1.85 -2.72 -1.39 -0.2155
C -0.74 -1.88 -1.24 -0.0962
C -0.24 -2.12 -3.59 -0.0802
C 0.64 2.82 0.38 -0.2621
H 2.20 3.77 -2.56 0.1080
H 1.30 5.99 -1.85 0.1063
H 2.68 2.85 -0.31 0.1277
H -2.97 -3.92 -2.79 0.1029
H 0.47 3.69 -2.24 0.1148
H -3.54 -4.76 -0.70 0.0989
H 0.50 6.27 0.48 0.1082
H 0.89 -0.92 -2.22 0.1097
H -0.76 -3.10 1.15 0.0802
H -4.23 -3.73 0.58 0.0973
H 2.48 5.38 -0.69 0.1141
H -1.55 -3.40 -4.69 0.1068
H 1.65 4.33 1.51 0.1179
H -1.46 -1.63 1.87 0.0987
H 1.62 1.76 -1.22 0.0990
H -0.35 2.65 -0.06 0.1509
H 0.39 -1.88 -4.44 0.1034
H -0.55 5.18 -0.43 0.1129
H -4.49 -3.31 -1.13 0.0994
H -0.08 4.25 1.82 0.1176

---

| no. | DFT total energy (eV) |
| --- | --- |
| 1 | -106720.6928 |
| 2 | -226146.1615 |
| 3 | -46619.0058 |
| 4 | -27187.3471 |
| 5 | -62919.9929 |
| 6 | -33216.6421 |
| 7 | -33813.9435 |
| 8 | -24466.4815 |
| 9 | -28010.2868 |
| 10 | -36795.7636 |